90
Properties=species:S:1:pos:R:3 method="wB97M-V/def2-TZVPD" homo_ev=-9.2 homo_lumo_gap_ev=9.94 total_energy_ev=-70839.180 charge=0 smiles="CCCCN(CC(=O)F)S(=O)(=O)F.c1ccncc1.c1ccncc1.c1ccncc1.c1ccncc1.c1ccncc1.c1ccncc1"
H -9.710 -6.995 -2.184
C -6.969 -3.279 -1.650
N -8.100 -6.895 -3.448
H 12.377 0.541 2.968
H 7.146 -0.550 -1.553
H 5.075 -4.282 -1.185
C 9.175 0.225 1.950
H 3.641 2.412 1.515
N 6.521 -1.037 0.339
H -3.235 4.301 -0.997
C 10.538 0.471 1.857
C -3.620 7.336 -3.089
H 4.350 3.417 2.781
H 10.978 0.748 0.909
H 8.528 0.299 1.084
C 3.950 2.428 2.560
H -7.462 -3.969 -0.979
C 11.311 0.355 3.001
C -3.272 3.338 -0.504
C -4.780 5.417 -3.457
O 0.828 0.108 1.278
H -4.518 0.209 -0.787
C -5.123 5.804 -4.743
H 4.999 1.818 4.927
H 5.829 -1.696 2.150
H -5.726 5.158 -5.367
C 0.598 0.407 2.389
N 8.569 -0.125 3.084
H -6.775 -4.679 -3.266
C -5.956 -2.744 -3.739
C -5.741 -1.466 -3.245
H -0.022 1.719 3.972
C -8.548 -8.802 -2.068
C -7.427 -9.449 -2.563
H -3.022 7.921 -2.399
F 2.288 4.902 2.759
C 6.630 -1.299 -0.962
O -0.053 4.615 2.317
N 1.450 2.654 2.691
C -6.709 -1.977 -1.253
C 10.693 -0.002 4.188
C -6.648 -8.801 -3.507
H -7.166 -10.441 -2.218
H 6.243 -2.605 -2.622
H 4.866 -3.813 1.259
H 2.781 2.692 4.361
H -5.639 -3.003 -4.740
C -3.301 0.969 0.818
H -6.440 -6.991 -4.650
H 11.255 -0.103 5.106
O 0.875 4.293 4.586
C -3.985 1.060 -0.384
C 5.897 -1.937 1.094
F 0.547 -0.531 3.352
H -2.060 3.943 1.169
C 5.251 0.989 4.266
H 4.781 0.488 2.192
C 5.363 -3.117 0.597
C 6.129 -2.446 -1.559
H -6.998 -1.632 -0.266
C -7.026 -7.531 -3.913
H 5.969 1.745 2.393
C -6.583 -3.671 -2.922
C -3.966 2.272 -1.054
C 0.284 1.772 2.927
C 5.481 -3.374 -0.759
N -4.042 6.159 -2.635
N -2.627 1.981 1.364
H -9.185 -9.269 -1.330
H 4.627 0.143 4.554
C 9.325 -0.231 4.174
H -5.115 4.464 -3.060
N -6.106 -1.076 -2.026
C -8.840 -7.532 -2.543
H -3.288 0.038 1.375
H -4.489 2.380 -1.997
H 6.294 0.713 4.406
C -3.908 7.818 -4.357
H -5.765 -9.268 -3.922
H 2.582 1.130 3.615
H -4.923 7.373 -6.199
H -5.250 -0.714 -3.854
C -2.622 3.141 0.705
H -3.539 8.784 -4.672
C 5.029 1.363 2.792
H -0.571 2.133 2.351
C 2.682 2.192 3.399
C -4.676 7.033 -5.201
H 8.805 -0.516 5.083
S 0.989 4.170 3.171